Record 1
Computed, not measured: a cluster of 2 separate species, C7H3O3S in total at a distorted geometry, with wB97M-V/def2-TZVPD.

Lowest unoccupied orbital energy (spin up / spin down), Eh: 0.12426 / 0.12494
Charge: -1
Orbital gap (spin up / spin down), Eh: 0.20061 / 0.19667
E_HOMO (spin up / spin down), eV: -2.08 / -1.95

XYZ file:
```
14
C7H3O3S wB97M-V/def2-TZVPD
C 0.532 -0.428 2.040
C 0.714 0.701 1.302
C -0.377 -1.370 1.717
C 0.257 0.914 -0.095
C -0.613 -0.044 -0.629
C -0.850 -0.633 -2.869
C 0.798 1.821 -0.901
O -1.925 -1.106 -3.011
O 1.142 2.898 -1.317
O 0.245 -0.342 -3.204
S -1.395 -1.190 0.244
H 1.070 -0.528 2.990
H 1.209 1.613 1.665
H -0.806 -2.306 2.067
```

Record 2
Computed, not measured: a cluster of 14 separate species, C7H41NO13 in total at a distorted geometry, with wB97M-V/def2-TZVPD.

Lowest unoccupied orbital energy, Eh: 0.00493
Orbital gap, Eh: 0.32139
E_HOMO, eV: -8.61

XYZ file:
```
62
C7H41NO13 wB97M-V/def2-TZVPD
C -0.423 -0.018 0.348
N -0.328 1.395 0.116
C -1.525 2.128 0.538
C -2.841 1.799 -0.314
C -2.728 2.530 -1.680
C -2.515 1.711 -2.737
C 1.052 -0.376 0.456
C 1.757 -0.706 -0.961
H -0.842 -0.368 1.310
H -0.925 -0.588 -0.451
H -0.036 1.853 -0.725
H -1.435 3.217 0.562
H -2.029 1.775 1.430
H -3.099 0.805 -0.548
H -3.913 2.134 -0.008
H -3.086 3.595 -1.730
H -2.524 0.553 -2.827
H -2.624 2.186 -3.727
H 1.643 0.124 1.189
H 1.114 -1.436 0.935
H 1.017 -0.878 -1.698
H 2.167 0.316 -1.273
H 2.644 -1.251 -0.673
H -2.980 -2.745 -3.345
H -2.956 -1.370 -2.726
O -2.961 -2.324 -2.547
H -0.079 3.602 3.338
H -0.011 2.225 2.751
O -0.565 2.998 2.826
H -1.372 -2.556 -1.988
H 0.022 -1.971 -1.418
O -0.513 -2.775 -1.480
H 3.767 2.480 -0.692
H 2.263 2.961 -1.097
O 2.978 2.248 -1.291
H 0.557 0.036 -4.910
H -0.459 0.500 -3.905
O -0.369 0.223 -4.819
H -0.646 -3.318 2.726
H -2.086 -3.407 2.866
O -1.324 -3.163 3.356
H 3.797 -0.648 2.526
H 5.091 -0.242 1.666
O 4.459 -0.003 2.412
H 0.307 3.924 0.744
H 1.205 2.653 0.864
O 1.188 3.596 0.420
H 0.681 -0.112 3.235
H 1.678 0.862 3.519
O 0.872 0.778 3.094
H 1.091 -4.372 1.790
H 0.067 -3.215 1.130
O 0.872 -3.440 1.681
H 0.887 -2.097 3.253
H -0.096 -1.784 4.357
O 0.742 -1.531 4.043
H -0.826 -4.716 0.340
H -1.556 -3.309 -0.180
O -1.327 -3.977 0.681
H 2.991 0.996 -3.882
H 2.034 1.456 -2.987
O 2.055 1.035 -3.886
```

Record 3
Computed, not measured: a structure of composition C7H4BrCl3F6GeN2O4PtS2, with wB97M-V/def2-TZVPD.

Lowest unoccupied orbital energy (spin up / spin down), Eh: -0.36831 / -0.47965
2S+1: 6
Charge: +3
Orbital gap (spin up / spin down), Eh: 0.33058 / 0.21813
E_HOMO (spin up / spin down), eV: -19.02 / -18.99
⟨S²⟩: 8.77

XYZ file:
```
31
C7H4BrCl3F6GeN2O4PtS2 wB97M-V/def2-TZVPD
Pt -0.425 -0.773 -0.795
F 4.960 -0.319 0.529
C 4.151 -0.376 -0.491
F 3.606 0.797 -0.748
F 4.711 -0.891 -1.550
S 2.738 -1.538 -0.003
O 1.654 -1.345 -1.005
O 3.179 -2.854 0.228
N 2.226 -0.677 1.333
S 1.087 -1.334 2.365
O 1.422 -2.616 2.837
O -0.132 -1.072 1.598
C 1.118 -0.061 3.753
F 2.130 -0.322 4.527
F -0.031 -0.177 4.371
F 1.230 1.130 3.188
Cl -2.468 -1.676 -0.986
Ge -7.086 -5.070 -0.942
Cl -6.590 -6.328 -2.512
Cl -9.038 -4.941 -0.273
Br -0.266 0.171 -3.329
C -0.551 1.690 -2.225
C -0.648 2.983 -2.664
C -0.867 3.952 -1.684
C -0.978 3.589 -0.347
C -0.869 2.260 0.005
N -0.648 1.328 -0.941
H -0.561 3.233 -3.712
H -0.953 4.991 -1.975
H -1.151 4.330 0.421
H -0.951 1.915 1.027
```

Copy entry 3 word for word.
Computed, not measured: a structure of composition C7H4BrCl3F6GeN2O4PtS2, with wB97M-V/def2-TZVPD.

Lowest unoccupied orbital energy (spin up / spin down), Eh: -0.36831 / -0.47965
2S+1: 6
Charge: +3
Orbital gap (spin up / spin down), Eh: 0.33058 / 0.21813
E_HOMO (spin up / spin down), eV: -19.02 / -18.99
⟨S²⟩: 8.77

XYZ file:
```
31
C7H4BrCl3F6GeN2O4PtS2 wB97M-V/def2-TZVPD
Pt -0.425 -0.773 -0.795
F 4.960 -0.319 0.529
C 4.151 -0.376 -0.491
F 3.606 0.797 -0.748
F 4.711 -0.891 -1.550
S 2.738 -1.538 -0.003
O 1.654 -1.345 -1.005
O 3.179 -2.854 0.228
N 2.226 -0.677 1.333
S 1.087 -1.334 2.365
O 1.422 -2.616 2.837
O -0.132 -1.072 1.598
C 1.118 -0.061 3.753
F 2.130 -0.322 4.527
F -0.031 -0.177 4.371
F 1.230 1.130 3.188
Cl -2.468 -1.676 -0.986
Ge -7.086 -5.070 -0.942
Cl -6.590 -6.328 -2.512
Cl -9.038 -4.941 -0.273
Br -0.266 0.171 -3.329
C -0.551 1.690 -2.225
C -0.648 2.983 -2.664
C -0.867 3.952 -1.684
C -0.978 3.589 -0.347
C -0.869 2.260 0.005
N -0.648 1.328 -0.941
H -0.561 3.233 -3.712
H -0.953 4.991 -1.975
H -1.151 4.330 0.421
H -0.951 1.915 1.027
```